Below is C47H62CdI2O9S as an isolated structure at a distorted geometry, with properties calculated with the ωB97M-V functional and the def2-TZVPD basis.

```
! wB97M-V def2-TZVPD RIJCOSX def2/J DEFGRID3
* xyz -2 1
H -4.36935 -1.79366 0.93339
C 4.30158 -0.43840 -2.60259
H -1.11743 2.47243 -4.34539
C -5.26517 -3.16034 3.25246
H 3.50975 2.20020 0.96700
C -2.97696 0.57637 -2.28435
H 1.07278 2.54159 -3.32326
C -1.38082 1.70507 -3.62783
C 1.08524 1.44924 -3.40044
H -7.06074 -1.12097 3.62317
H -5.77887 -1.92069 5.58188
O 1.75595 2.23865 -0.70273
H 2.03249 -3.64102 4.79704
I -2.71310 3.65438 1.15974
O -2.72796 4.45063 -1.07620
H 4.87023 1.06101 1.09381
H 4.19506 -3.59763 1.06377
O 1.02647 4.52109 0.91791
H 0.40405 5.13724 0.45150
C -2.57805 -0.71942 3.56429
C 2.02234 2.94974 3.15092
C 3.31696 -1.06647 1.88961
C -0.30630 0.36940 3.65850
H 3.70812 -3.08902 4.78659
C -0.64846 0.03114 -2.09236
C -3.39939 3.34464 -4.89030
H 5.73108 -2.26024 -5.19805
C 3.18212 0.08402 -3.24473
H 4.19773 -1.41802 1.36647
H -3.23065 -1.71434 -0.97291
C -3.58466 -1.29886 1.50104
H 3.11168 2.83414 3.18371
H -0.39504 0.04215 4.69862
C -3.85896 2.12459 -4.08931
C -2.75668 3.09184 3.27831
C -0.32685 1.01891 -3.01673
C -4.95608 -1.69660 3.59899
C -1.49008 -0.07560 1.47931
H 1.75979 3.95288 2.82260
H -3.77766 3.20302 3.62811
H 2.98179 -0.17894 -4.27878
H 4.43050 -4.84243 2.29547
C 3.81275 1.16263 0.83175
H 0.99672 -1.52344 -3.38668
O -0.55017 0.56362 0.85672
C 2.99474 -3.75490 4.29666
C 0.64900 -1.86706 -2.40820
H 3.33084 -4.78716 4.43470
O -0.88577 5.88647 -0.39413
C 2.27020 0.93020 -2.62304
H -4.03468 -2.20179 5.50776
H -2.72566 3.05872 -5.70190
H 1.98611 -5.34378 2.33227
C 5.28537 -2.74066 -2.56719
H 4.00162 -2.07568 -4.87819
H 4.97633 -0.66243 -5.30405
H 5.04477 -3.20443 2.56620
C -3.68276 -1.23368 2.89539
H 0.71046 -2.10017 3.76306
C -6.12719 -0.81579 3.13832
H -2.54183 -0.72457 4.64893
C 3.61307 0.79527 -0.61939
H -4.60666 3.23518 -2.38570
H 1.45408 -2.42031 -1.92403
C 6.71785 -0.78747 -3.18695
H 1.61677 2.76992 4.15406
H 1.61792 4.17900 0.22755
H -5.21339 1.47203 -5.66847
H -5.46877 1.71317 -2.66253
H -6.26263 -0.88009 2.05799
C 1.83835 0.74699 2.37100
O -1.53834 5.77146 -2.73798
H 4.30243 -3.20609 -2.66759
H -2.88903 4.06673 -4.25152
H -4.26866 3.83154 -5.34114
H 6.72986 0.22466 -3.59524
O 0.32340 -0.79197 -1.55712
C 2.89021 -3.42023 2.80073
O -0.46342 3.87421 -1.65664
C -2.50097 -0.80584 0.79641
H 6.03570 -3.41508 -2.99465
H -5.93132 0.23010 3.38242
H 1.23476 1.20045 -4.45681
H -6.16780 -3.49717 3.77270
C 4.48127 -0.06154 -1.26997
H -4.76046 0.18950 -4.52620
C 1.38206 -1.43779 3.22431
H 7.42903 -1.40115 -3.75003
H 5.49218 -2.62791 -1.50180
H 5.33475 -0.44281 -0.71228
C 4.22125 -3.78078 2.13935
H 1.73852 -4.09887 1.09089
H -5.76211 3.08620 -3.72841
H -2.40612 2.07937 3.42935
H -4.43369 -3.80382 3.54735
C 5.30138 -1.37765 -3.27441
H 0.81114 -4.04090 2.58707
C -1.48989 -0.17480 2.88947
O 1.45159 2.06025 2.20971
H -0.21690 -2.52749 -2.55642
C -2.70990 1.48552 -3.30706
C 4.97808 -1.60424 -4.75198
C -4.84688 -1.58312 5.12002
H -1.51389 -1.95065 -0.66395
C -4.99208 2.56343 -3.15377
C -1.97292 -0.15452 -1.67538
C -2.31610 -1.20757 -0.65145
I -1.57902 4.34577 4.55288
C 2.49237 1.35051 -1.29303
H -3.99466 0.41072 -1.94905
C 1.78826 -4.27996 2.16627
S -1.39757 5.04229 -1.49222
H -3.59894 0.73446 -5.74054
C 1.01149 -0.11118 3.09833
C 2.54121 -1.94210 2.63289
Cd -0.26607 2.55509 0.06682
C -4.39360 1.06476 -5.06748
H 7.06185 -0.73376 -2.15308
H -4.66877 -0.55118 5.42731
H -0.32419 1.46048 3.65171
H -5.42489 -3.28850 2.18127
C 2.98149 0.27965 1.73978
*
```

Values from the calculation:
Highest occupied orbital energy = -0.084 Ha
Max |F| = 1.2 eV/Å
Energy above the lowest of the compared OMol25 structures with the same formula, charge and spin = 0.0 kJ/mol
LUMO energy = 3.7 eV